[1]
{
  "formula": "C37H30N5OSSr",
  "method": "the ωB97M-V functional and the def2-TZVPD basis",
  "homo_lumo_gap_ev": 6.892,
  "total_charge": 1,
  "homo_energy_ha": -0.37501,
  "lumo_energy_ev": -3.31,
  "species": ["Sr", "C", "O", "C", "C", "C", "C", "C", "C", "C", "N", "C", "C", "N", "C", "C", "C", "C", "N", "C", "C", "N", "C", "C", "C", "C", "H", "H", "H", "H", "H", "H", "H", "H", "H", "H", "H", "H", "H", "H", "C", "C", "C", "C", "C", "C", "C", "C", "S", "C", "N", "C", "C", "C", "C", "C", "C", "C", "C", "H", "H", "H", "H", "H", "H", "H", "H", "H", "H", "H", "H", "H", "H", "H", "H"],
  "xyz": [[-0.081, 2.145, 1.733], [-1.155, -3.881, -10.997], [0.058, -3.519, -10.348], [-0.026, -2.932, -9.139], [-1.223, -2.655, -8.480], [-1.196, -2.046, -7.237], [0.007, -1.705, -6.631], [1.199, -1.989, -7.302], [1.188, -2.593, -8.538], [-0.015, -1.061, -5.319], [-1.095, -0.788, -4.620], [-0.643, -0.192, -3.479], [0.726, -0.095, -3.473], [1.119, -0.657, -4.663], [1.465, 0.493, -2.407], [2.863, 0.623, -2.368], [3.464, 1.220, -1.292], [2.656, 1.684, -0.252], [1.338, 1.566, -0.255], [0.724, 0.986, -1.316], [-0.735, 0.892, -1.307], [-1.408, 1.394, -0.240], [-2.730, 1.340, -0.233], [-3.481, 0.775, -1.266], [-2.816, 0.255, -2.346], [-1.415, 0.310, -2.384], [-0.868, -4.331, -11.942], [-1.776, -3.004, -11.186], [-1.715, -4.607, -10.405], [-2.174, -2.908, -8.925], [-2.120, -1.826, -6.719], [2.161, -1.743, -6.865], [2.107, -2.817, -9.063], [2.058, -0.752, -5.006], [3.466, 0.255, -3.189], [4.537, 1.338, -1.238], [3.100, 2.168, 0.612], [-3.227, 1.767, 0.633], [-4.560, 0.758, -1.204], [-3.343, -0.194, -3.178], [0.426, -3.600, 7.000], [0.337, -2.739, 5.740], [-0.906, -3.170, 4.947], [1.595, -2.993, 4.894], [0.239, -1.247, 6.062], [0.233, -0.759, 7.377], [0.145, 0.594, 7.658], [0.063, 1.485, 6.597], [-0.048, 3.213, 6.602], [-0.077, 3.226, 4.859], [-0.012, 2.032, 4.319], [0.068, 1.028, 5.281], [0.154, -0.335, 5.020], [-0.164, 4.495, 4.104], [-0.223, 5.698, 4.818], [-0.302, 6.903, 4.148], [-0.322, 6.908, 2.759], [-0.263, 5.707, 2.061], [-0.182, 4.456, 2.691], [0.495, -4.650, 6.711], [-0.458, -3.487, 7.630], [1.311, -3.361, 7.592], [-0.865, -4.242, 4.739], [-0.973, -2.647, 3.991], [-1.818, -2.966, 5.512], [1.697, -4.060, 4.684], [2.492, -2.660, 5.419], [1.547, -2.468, 3.937], [0.298, -1.449, 8.206], [0.142, 0.945, 8.682], [0.157, -0.676, 3.990], [-0.208, 5.700, 5.904], [-0.347, 7.830, 4.703], [-0.383, 7.850, 2.225], [-0.281, 5.762, 0.975]],
  "lowdin_charge": [1.519, -0.064, -0.065, -0.276, 0.001, -0.010, -0.162, -0.025, 0.012, -0.242, 0.195, -0.173, -0.126, 0.189, -0.062, 0.023, -0.026, -0.118, -0.045, -0.143, -0.147, -0.056, -0.119, -0.021, 0.035, -0.064, 0.096, 0.098, 0.098, 0.107, 0.116, 0.105, 0.126, 0.149, 0.123, 0.119, 0.119, 0.118, 0.118, 0.129, -0.067, -0.560, -0.045, -0.045, -0.164, -0.016, -0.059, -0.462, 1.143, -0.522, -0.055, -0.308, 0.020, -0.309, -0.077, -0.083, -0.091, -0.168, -0.247, 0.089, 0.090, 0.090, 0.088, 0.072, 0.094, 0.088, 0.093, 0.072, 0.105, 0.115, 0.105, 0.079, 0.106, 0.102, 0.075]
}

[2]
{
  "formula": "C37H31F7O23",
  "method": "the ωB97M-V functional and the def2-TZVPD basis",
  "homo_lumo_gap_ev": 8.329,
  "smiles": "O=C1C=CC(=O)c2c1cccc2-c1ccccc1.O=C1OC[C@@H](F)O1.O=C1OC[C@@H](F)O1.O=C1OC[C@@H](F)O1.O=C1OC[C@@H](F)O1.O=C1OC[C@@H](F)O1.O=C1OC[C@@H](F)O1.O=C1OC[C@@H](F)O1",
  "homo_energy_ha": -0.34000,
  "lumo_energy_ev": -0.92,
  "species": ["O", "C", "C", "C", "C", "O", "C", "C", "C", "C", "C", "C", "C", "C", "C", "C", "C", "C", "H", "H", "H", "H", "H", "H", "H", "H", "H", "H", "O", "C", "O", "C", "C", "F", "O", "H", "H", "H", "O", "C", "O", "C", "C", "F", "O", "H", "H", "H", "O", "C", "O", "C", "C", "F", "O", "H", "H", "H", "O", "C", "O", "C", "C", "F", "O", "H", "H", "H", "O", "C", "O", "C", "C", "F", "O", "H", "H", "H", "O", "C", "O", "C", "C", "F", "O", "H", "H", "H", "O", "C", "O", "C", "C", "F", "O", "H", "H", "H"],
  "xyz": [[-4.034, -1.511, 4.250], [-3.047, -0.854, 4.541], [-2.974, -0.052, 5.795], [-1.787, 0.259, 6.306], [-0.528, -0.237, 5.647], [0.448, -0.427, 6.355], [-0.594, -0.504, 4.175], [-1.843, -0.829, 3.643], [-1.944, -1.122, 2.318], [-0.871, -1.093, 1.474], [0.347, -0.750, 1.997], [0.494, -0.456, 3.323], [1.835, -0.074, 3.882], [2.711, -1.026, 4.326], [3.906, -0.608, 4.856], [4.186, 0.726, 4.942], [3.321, 1.680, 4.478], [2.122, 1.265, 3.946], [-3.863, 0.296, 6.311], [-1.734, 0.841, 7.219], [-2.927, -1.385, 1.918], [-0.984, -1.352, 0.430], [1.214, -0.715, 1.353], [2.472, -2.082, 4.270], [4.634, -1.310, 5.247], [5.121, 1.051, 5.388], [3.531, 2.740, 4.542], [1.391, 1.976, 3.580], [2.852, 0.037, 0.248], [3.699, -0.791, 0.346], [3.649, -1.999, -0.249], [4.896, -2.655, -0.002], [5.373, -1.951, 1.241], [6.727, -1.868, 1.280], [4.834, -0.644, 1.085], [5.566, -2.495, -0.849], [4.755, -3.722, 0.143], [5.009, -2.383, 2.175], [10.088, 3.024, 0.885], [9.071, 2.463, 0.659], [7.955, 2.549, 1.428], [6.911, 1.843, 0.747], [7.688, 0.897, -0.128], [7.036, 0.641, -1.294], [8.864, 1.633, -0.408], [6.313, 2.551, 0.172], [6.264, 1.327, 1.451], [7.954, -0.047, 0.348], [1.558, -4.452, 2.824], [0.445, -4.812, 3.030], [-0.620, -3.986, 3.135], [-1.792, -4.801, 3.243], [-1.223, -6.093, 3.771], [-1.920, -7.167, 3.325], [0.075, -6.114, 3.200], [-2.246, -4.918, 2.257], [-2.520, -4.351, 3.915], [-1.142, -6.142, 4.858], [-3.393, -3.147, 0.090], [-4.259, -2.445, -0.312], [-4.730, -1.347, 0.341], [-5.667, -0.712, -0.539], [-6.086, -1.843, -1.436], [-6.380, -1.400, -2.684], [-4.919, -2.641, -1.490], [-5.166, 0.088, -1.087], [-6.500, -0.290, 0.018], [-6.919, -2.438, -1.057], [5.434, 4.593, -2.600], [4.521, 4.166, -1.981], [4.603, 3.129, -1.102], [3.325, 3.010, -0.461], [2.408, 3.660, -1.462], [1.363, 4.275, -0.857], [3.243, 4.641, -2.055], [3.345, 3.543, 0.491], [3.083, 1.966, -0.278], [2.033, 2.988, -2.236], [-3.579, 2.868, -2.205], [-3.853, 2.386, -3.251], [-4.837, 1.466, -3.436], [-4.946, 1.235, -4.846], [-3.583, 1.650, -5.337], [-3.644, 2.171, -6.586], [-3.221, 2.670, -4.426], [-5.742, 1.858, -5.257], [-5.171, 0.192, -5.056], [-2.833, 0.857, -5.312], [-6.682, -0.391, -9.338], [-6.608, 0.789, -9.318], [-7.091, 1.608, -10.286], [-6.931, 2.953, -9.832], [-5.813, 2.815, -8.832], [-5.938, 3.710, -7.821], [-6.015, 1.509, -8.315], [-7.858, 3.295, -9.368], [-6.681, 3.616, -10.657], [-4.812, 2.888, -9.262]],
  "lowdin_charge": [0.093, -0.314, 0.018, 0.029, -0.286, 0.119, -0.034, -0.094, -0.021, -0.026, 0.006, -0.110, -0.205, -0.031, -0.085, -0.101, -0.074, -0.030, 0.120, 0.122, 0.104, 0.119, 0.097, 0.121, 0.109, 0.108, 0.108, 0.128, 0.138, -0.523, 0.096, -0.036, -0.293, 0.074, 0.118, 0.149, 0.146, 0.174, 0.182, -0.543, 0.079, -0.050, -0.313, 0.072, 0.136, 0.126, 0.127, 0.156, 0.163, -0.544, 0.066, -0.041, -0.310, 0.077, 0.136, 0.144, 0.142, 0.174, 0.175, -0.537, 0.063, -0.041, -0.312, 0.074, 0.139, 0.136, 0.145, 0.175, 0.189, -0.541, 0.039, -0.047, -0.308, 0.078, 0.135, 0.151, 0.102, 0.176, 0.185, -0.547, 0.054, -0.049, -0.308, 0.076, 0.140, 0.143, 0.142, 0.176, 0.188, -0.544, 0.077, -0.055, -0.323, 0.071, 0.111, 0.146, 0.142, 0.174]
}

[3]
{
  "formula": "C37H31N3O4P2S4W",
  "method": "the ωB97M-V functional and the def2-TZVPD basis",
  "de_lowest_ev": 1.799,
  "homo_lumo_gap_ev": [6.789, 6.788],
  "homo_energy_ha": [-0.23948, -0.23944],
  "lumo_energy_ev": [0.27, 0.27],
  "species": ["W", "S", "P", "C", "P", "S", "C", "C", "C", "C", "C", "C", "C", "C", "C", "C", "C", "C", "C", "C", "C", "C", "C", "C", "C", "C", "C", "C", "C", "C", "H", "H", "H", "H", "H", "H", "H", "H", "H", "H", "H", "H", "H", "H", "H", "H", "H", "H", "H", "H", "N", "C", "C", "C", "C", "C", "C", "S", "O", "O", "N", "C", "S", "C", "C", "N", "H", "H", "H", "H", "H", "H", "H", "H", "C", "C", "O", "H", "H", "H", "O", "C"],
  "xyz": [[0.691, -0.564, -0.697], [0.458, -2.794, 2.072], [-1.143, -1.538, 1.964], [-0.696, -0.373, 0.808], [-1.448, 0.536, -0.404], [1.805, 1.536, -0.617], [-2.886, -0.095, -1.293], [-2.691, -0.696, -2.534], [-3.772, -1.240, -3.213], [-5.041, -1.191, -2.654], [-5.237, -0.595, -1.414], [-4.162, -0.043, -0.736], [-1.782, 2.261, 0.014], [-2.705, 3.017, -0.701], [-2.902, 4.354, -0.384], [-2.176, 4.941, 0.642], [-1.243, 4.191, 1.348], [-1.040, 2.858, 1.031], [-1.532, -0.936, 3.619], [-1.877, 0.398, 3.801], [-2.200, 0.862, 5.069], [-2.178, -0.005, 6.150], [-1.833, -1.340, 5.970], [-1.511, -1.807, 4.707], [-2.628, -2.410, 1.414], [-3.840, -2.324, 2.091], [-4.964, -2.956, 1.573], [-4.875, -3.663, 0.385], [-3.664, -3.748, -0.291], [-2.539, -3.125, 0.219], [-1.693, -0.731, -2.955], [-3.623, -1.701, -4.181], [-5.883, -1.619, -3.184], [-6.225, -0.567, -0.974], [-4.312, 0.423, 0.231], [-3.271, 2.565, -1.506], [-3.621, 4.938, -0.943], [-2.331, 5.983, 0.887], [-0.665, 4.650, 2.140], [-0.296, 2.271, 1.557], [-1.891, 1.069, 2.950], [-2.468, 1.901, 5.209], [-2.427, 0.358, 7.139], [-1.811, -2.014, 6.816], [-1.237, -2.846, 4.566], [-3.912, -1.767, 3.016], [-5.908, -2.892, 2.099], [-5.753, -4.151, -0.019], [-3.599, -4.296, -1.222], [-1.586, -3.187, -0.298], [7.571, 2.584, 0.785], [6.677, 2.471, -0.262], [6.795, 1.424, -1.184], [5.879, 1.287, -2.205], [4.823, 2.186, -2.309], [4.693, 3.231, -1.404], [5.617, 3.375, -0.391], [3.637, 1.977, -3.574], [2.823, 3.146, -3.644], [4.298, 1.429, -4.723], [2.615, 0.753, -3.072], [2.942, -0.579, -3.131], [3.953, -1.341, -4.297], [3.541, -2.864, -3.598], [2.703, -2.703, -2.557], [2.371, -1.393, -2.276], [8.459, 2.126, 0.670], [7.637, 3.487, 1.223], [7.617, 0.724, -1.096], [5.983, 0.492, -2.932], [3.867, 3.921, -1.505], [5.521, 4.189, 0.318], [3.946, -3.783, -3.986], [2.262, -3.479, -1.955], [2.747, -2.725, 0.683], [1.329, -2.210, 0.489], [0.675, -2.593, -0.649], [2.784, -3.820, 0.665], [3.143, -2.378, 1.637], [3.398, -2.347, -0.104], [0.363, 0.510, -2.664], [1.457, 1.002, -2.220]],
  "lowdin_charge": [1.232, 0.746, 0.648, -0.678, 0.866, 0.722, -0.350, -0.076, -0.074, -0.085, -0.086, -0.099, -0.333, -0.079, -0.080, -0.086, -0.079, -0.132, -0.353, -0.070, -0.071, -0.079, -0.074, -0.096, -0.321, -0.076, -0.082, -0.084, -0.068, -0.079, 0.091, 0.105, 0.103, 0.106, 0.114, 0.106, 0.104, 0.102, 0.104, 0.086, 0.088, 0.106, 0.104, 0.106, 0.101, 0.103, 0.104, 0.105, 0.110, 0.095, 0.105, -0.312, -0.021, -0.051, -0.311, -0.082, -0.021, 0.653, -0.252, -0.316, -0.171, -0.604, 1.110, -0.367, -0.219, -0.022, 0.092, 0.092, 0.113, 0.100, 0.112, 0.114, 0.067, 0.106, -0.167, -0.918, -0.401, 0.077, 0.064, 0.053, -0.223, -0.967]
}

Number 1: F_max 1.1 eV Å⁻¹. Number 2: F_max 2.4 eV Å⁻¹. Number 3: F_max 0.7 eV Å⁻¹.